Entry from the OMol25 dataset: a cluster of 11 separate species, C44H66O22 in total (ωB97M-V/def2-TZVPD).

Positions of all 132 atoms, in Å:
C -4.81920 -0.17740 5.16828
O 4.01432 -3.95008 -1.70273
H 0.03074 -2.00760 0.23280
C -1.79187 1.09825 -3.75615
H -1.43406 -3.78935 1.41307
O 3.12692 2.49970 -2.97498
H 3.65682 1.51078 -6.01706
C 4.77940 1.49010 -0.10073
H -3.30481 1.51736 3.49821
H 0.40509 2.41569 -0.05882
H 8.14248 1.63304 -0.74968
C -0.37733 0.29070 1.77169
C -1.28477 -1.17061 -3.78228
H 0.31413 -2.86667 2.90161
H 3.58958 -2.69852 -4.52115
H -7.12500 -1.11623 -1.81704
O 4.11998 0.21292 3.91851
C 4.11259 -0.99053 3.66472
H 5.37254 -1.36684 1.93718
H 0.43205 5.39303 0.55867
H -1.05494 0.68036 -0.20932
H 7.42522 0.20458 -0.16026
H 6.18312 -1.38383 3.56475
O -1.22532 -5.58180 3.77640
O 0.93809 0.04951 1.86563
C 1.81794 3.50318 2.37940
C -5.66439 4.47696 -0.26537
H -7.60858 -1.59991 -0.16372
H 1.51600 3.72301 -0.63576
O -2.06985 0.52445 -2.54710
H -6.48970 3.76584 -0.22954
C 0.56393 4.31484 2.39031
O -4.62107 3.88732 0.45997
C -6.28368 0.09178 -0.22728
O 3.08981 -1.84045 4.06279
C -2.25838 -5.04140 2.99912
C -4.20127 -1.23446 4.25561
H -0.83989 0.21211 -5.49884
O -5.25779 -0.27666 6.32346
C -0.51301 -3.39910 3.37113
H 4.72917 -1.31593 -2.91530
H -4.19099 0.60269 0.25139
H 2.29337 -4.56267 -2.58806
O 6.87636 1.68335 1.00167
H -6.50772 0.13354 0.83863
H -2.41298 -2.88582 2.46549
C -4.26117 1.01441 3.35497
H 0.61229 5.26402 2.92400
O -5.06262 0.99313 4.48745
H 1.63706 0.09678 -4.62798
H 4.10237 0.53367 -4.81263
C 1.00083 3.28511 0.21920
C -3.95435 3.27214 -1.75102
C 1.97504 1.12462 -4.49604
H -3.26400 -5.02795 3.41940
H -3.16630 -1.48162 4.49194
C -1.68363 -3.69584 2.46999
C -4.17436 -0.46793 2.95918
H 4.45388 0.45084 -0.05508
H 5.12708 -3.64997 2.26925
C -1.60198 -0.01932 -4.75469
O -1.58442 2.28059 -3.93158
C -3.72404 3.17186 -0.27669
C 7.20253 1.25502 -0.34757
C 3.79530 -1.75295 -2.56175
H -0.22387 3.75168 2.89064
C -5.51920 -2.11602 -0.79442
H -0.87182 4.21529 0.78409
H -1.90680 -0.67364 0.54008
O 1.20121 1.63948 -2.16698
H -4.37813 2.30897 -2.03529
H -3.20846 -0.56720 2.46391
H -5.88267 4.32690 -2.39279
O -2.83411 2.57025 0.30570
H -6.60897 1.04360 -0.64720
H 3.22910 -0.94844 -2.09241
C -4.79880 0.01321 -0.43503
C -6.79095 -1.23705 -0.78655
C 3.93713 2.55812 -4.11915
H 2.01383 0.32384 0.14354
O 4.56202 -2.33758 -0.22438
C 3.23321 -4.11908 -2.91676
C 5.53674 1.70457 1.23879
H -2.06639 -1.48444 -1.78527
H -4.75436 -2.16978 4.16977
H -3.04143 3.44576 -2.32070
O -0.99762 0.81087 2.71613
C -0.93611 -0.18839 0.43818
H -0.94868 -2.84421 4.20202
C -5.04938 4.44093 -1.69944
C 1.51259 -0.46421 0.70554
O 0.79887 -5.13933 4.43828
H 5.84036 0.84291 -1.91809
H 2.24126 -1.26950 0.79858
C 0.19476 4.39300 0.92165
C 5.29193 -1.63645 2.99022
H 3.09053 -3.93713 4.17526
H 6.00217 2.58367 -1.49765
C 4.83887 -3.06724 3.14416
H -4.61543 1.60922 2.51307
H 4.98538 2.39167 -3.87104
H -4.92565 -0.76571 2.22775
C -2.22271 -0.85108 -2.65849
H -4.59341 5.39667 -1.95779
C 3.08749 -2.72805 -3.55412
O -5.40859 -3.30262 -1.16331
H 0.48833 -0.93372 -1.14764
H 2.65032 -3.38775 2.66907
H 3.80762 3.59588 -4.42639
H 1.27432 1.76786 -5.02833
O 1.99248 2.90060 1.22547
H 2.02796 -2.62753 -3.78946
H 5.43854 -3.53030 3.92779
C 3.32977 -3.13094 3.48178
H -2.37963 -5.67190 2.11828
O 5.08884 1.96746 2.35171
H -3.25496 -1.07978 -2.92357
H 3.96812 2.17740 -0.34060
C 4.27332 -2.64848 -1.36679
C 1.99073 1.77527 -3.12445
C 5.92934 1.56791 -1.10904
H 3.64694 -4.78317 -3.67564
H -1.33290 -2.15789 -4.24170
H -2.55959 -0.20703 -5.24034
C 0.27839 -0.99315 -0.07970
H -4.51358 0.51301 -1.36075
H -6.01592 5.44005 0.10476
O 2.71163 3.39716 3.27218
O -4.41437 -1.37734 -0.51331
C 3.38589 1.33883 -4.97537
C -0.20074 -4.78779 3.82036
H -0.24707 -0.95385 -3.52870

Atoms 1-3, force components in eV/Å:
-2.618 0.014 3.510
0.570 -0.179 -0.322
0.606 -0.434 -0.306

The HOMO-LUMO gap is 0.3046 Ha. The value obtained for the largest force on an atom is 6.2 eV Å⁻¹. The spin multiplicity is 1. As for the SMILES: O=C1CCCO1.O=C1CCCO1.O=C1CCCO1.O=C1CCCO1.O=C1CCCO1.O=C1CCCO1.O=C1CCCO1.O=C1CCCO1.O=C1CCCO1.O=C1CCCO1.O=C1CCCO1. Its charge is 0. The LUMO energy is -0.25 eV. The value obtained for the calculated total energy is -3371.42927 hartree. The value obtained for the energy above the lowest of the compared OMol25 structures with the same formula, charge and spin is 111.3 kcal per mole.

Löwdin population analysis, charges in e, atoms 1 to 2: atom 1 (C): -0.39, atom 2 (O): 0.01



Entry from the OMol25 dataset: the molecule C4H8O2 (ωB97M-V/def2-TZVPD).

Positions of all 14 atoms, in Å:
H 0.82635 -2.27974 -0.15093
H -1.32673 1.17751 0.11849
O 0.00764 0.56898 -1.82225
C 0.18935 -1.42381 -0.36192
H -0.06002 0.06058 -2.64020
C -0.87587 0.62897 0.95675
C 0.78879 -0.17514 -0.93298
H -1.63928 -0.02960 1.38035
H -0.80311 -1.67236 -0.73078
C 0.32152 -0.18588 0.49252
H 1.85999 -0.14842 -1.13711
O -0.51408 1.51293 2.00592
H 1.08567 -0.21869 1.26654
H 0.03162 2.20870 1.62162

Atoms 1-3, force components in eV/Å:
-0.109 0.201 -0.027
0.074 -0.174 0.113
-0.010 -0.040 -0.258

The HOMO-LUMO gap is 0.3979 Ha. The value obtained for the largest force on an atom is 0.4 eV Å⁻¹. The spin multiplicity is 1. As for the SMILES: OC[C@H]1C[C@H]1O. Its charge is 0. The LUMO energy is 0.88 eV. The value obtained for the calculated total energy is -307.63854 hartree. The value obtained for the energy above the lowest of the compared OMol25 structures with the same formula, charge and spin is 46.4 kcal per mole.

Löwdin population analysis, charges in e, atoms 1 to 2: atom 1 (H): 0.10, atom 2 (H): 0.12